The following is a quantum chemistry calculation of a molecular structure, C14H23AuN4OPS5, from the OMol25 dataset.

Last column: natural (NBO) charge in e.
Geometry (Å):
Au  -1.29031  -0.40498  0.86679  0.994
S  -0.50123  5.43129  5.34529  0.131
C  -0.75616  4.13907  4.42560  -0.602
S  -0.89968  4.23160  2.68661  0.516
C  -1.02703  2.53763  2.36546  -0.421
C  -0.96066  1.68468  3.48979  -0.418
S  -1.03963  0.01456  3.48115  -0.113
S  -0.75113  2.50030  5.00991  0.521
S  -1.18782  2.08613  0.73101  0.063
C  3.51455  -2.25166  -1.69265  -0.414
N  2.61455  -1.91111  -0.58757  -0.821
C  3.06120  -2.44114  0.70677  -0.409
P  1.68883  -0.56145  -0.61993  2.471
O  0.80854  -0.58160  0.61734  -1.162
N  0.98007  -0.61575  -2.11033  -0.804
C  0.21540  0.56077  -2.55217  -0.409
C  0.29845  -1.86427  -2.49705  -0.412
N  2.48060  0.87454  -0.61244  -0.821
C  2.74993  1.55507  0.66000  -0.406
C  3.48079  1.16086  -1.64449  -0.416
H  3.55670  -3.33669  -1.79850  0.211
H  4.53012  -1.88939  -1.51067  0.197
H  3.15700  -1.83081  -2.62850  0.220
H  3.15875  -3.52451  0.63198  0.208
H  2.33719  -2.21526  1.48296  0.234
H  4.03378  -2.02938  0.99172  0.190
H  0.74275  1.47894  -2.31545  0.231
H  -0.77625  0.59909  -2.08601  0.173
H  0.07672  0.50228  -3.63136  0.213
H  0.90946  -2.73069  -2.26305  0.228
H  0.12122  -1.84355  -3.57210  0.213
H  -0.66892  -1.97440  -1.99757  0.182
H  1.95329  1.36083  1.37083  0.230
H  2.80019  2.62984  0.48072  0.206
H  3.70265  1.23666  1.09362  0.190
H  3.24004  0.64548  -2.57166  0.218
H  4.48476  0.86319  -1.32793  0.195
H  3.49344  2.23278  -1.84628  0.212
C  -6.10865  -0.54476  0.16368  -0.120
C  -5.56547  -0.84798  1.40065  -0.235
C  -4.19327  -0.86983  1.54102  0.061
N  -3.37103  -0.61654  0.51114  -0.525
C  -3.89763  -0.32497  -0.69096  0.054
C  -5.25951  -0.28039  -0.89932  -0.228
H  -7.18195  -0.51139  0.02945  0.241
H  -6.19028  -1.06116  2.25628  0.247
H  -3.72433  -1.08705  2.49198  0.230
H  -3.19938  -0.13321  -1.49369  0.216
H  -5.64065  -0.04172  -1.88208  0.244

## Properties
* orbital gap (spin up / spin down): 7.505 / 5.530 eV
* relative energy (zero: lowest compared OMol25 entry of this formula, charge and spin): 117.9 kJ/mol
* total charge: +1
* multiplicity: 3
* HOMO energy (spin up / spin down): -10.30 / -10.98 eV

***

The following is a quantum chemistry calculation of 2 unconnected molecules or ions with the total composition C7H10N4O, from the OMol25 dataset.

Last column: natural (NBO) charge in e.
Geometry (Å):
H  -0.08506  -2.35388  -0.21461  0.343
N  0.71688  -2.51369  0.37497  -0.803
C  1.41932  -1.45329  0.50505  0.540
N  1.29967  -0.15471  0.00721  -0.610
C  2.34858  0.59618  0.47377  0.166
N  3.13785  -0.08853  1.21966  -0.266
N  2.57140  -1.34265  1.24108  -0.432
H  0.53492  0.16005  -0.61452  0.435
H  2.48796  1.64559  0.23631  0.211
H  2.97082  -2.10466  1.75151  0.414
C  -2.07700  -0.42350  0.00827  -0.206
C  -2.05360  -0.02469  -1.26812  -0.247
C  -1.31281  1.20162  -1.70130  -0.111
O  -0.63817  1.90557  -0.64124  -0.510
C  -0.71213  1.45126  0.62702  0.184
C  -1.37022  0.35039  1.01559  -0.379
H  -2.62639  -1.30936  0.30472  0.228
H  -2.57707  -0.57581  -2.04971  0.222
H  -0.53801  0.96119  -2.46226  0.183
H  -1.99305  1.92242  -2.17447  0.197
H  -0.13809  2.09331  1.29729  0.203
H  -1.36578  0.05716  2.06376  0.239

## Properties
* orbital gap: 8.558 eV
* relative energy (zero: lowest compared OMol25 entry of this formula, charge and spin): 268.9 kJ/mol
* SMILES string: [H]/N=c1\[nH]cn[nH]1.C1=CCOC=C1
* total charge: 0
* multiplicity: 1
* HOMO energy: -7.88 eV

***

The following is a quantum chemistry calculation of 2 unconnected molecules or ions with the total composition C4H9NO, from the OMol25 dataset.

Last column: natural (NBO) charge in e.
Geometry (Å):
C  0.43587  0.59698  1.64264  -0.512
C  0.30972  -0.56347  2.35168  0.117
O  -0.92476  -1.13143  2.50744  -0.680
H  1.38733  1.16310  1.52262  0.204
H  -0.38504  0.93347  1.00668  0.225
H  1.20165  -1.07458  2.72147  0.168
H  -0.89543  -1.66776  3.30217  0.477
C  -1.07918  1.12649  -2.04438  -0.081
N  -0.63062  0.20440  -1.25181  -0.380
C  0.55945  -0.49171  -1.71089  -0.458
H  -2.04471  1.53944  -1.78862  0.175
H  -0.53620  1.50235  -2.92278  0.148
H  1.25219  -0.42365  -0.85153  0.215
H  1.06293  -0.14276  -2.67310  0.171
H  0.28680  -1.57086  -1.81160  0.212

## Properties
* orbital gap: 9.620 eV
* relative energy (zero: lowest compared OMol25 entry of this formula, charge and spin): 304.7 kJ/mol
* SMILES string: C=CO.C=NC
* total charge: 0
* multiplicity: 1
* HOMO energy: -8.66 eV